{"formula": "C70H150N8O18", "method": "ωB97M-V/def2-TZVPD", "symbols": ["C", "C", "C", "N", "C", "C", "C", "C", "C", "H", "H", "H", "H", "H", "H", "H", "H", "H", "H", "H", "H", "H", "H", "H", "H", "H", "H", "C", "C", "C", "N", "C", "C", "C", "C", "C", "H", "H", "H", "H", "H", "H", "H", "H", "H", "H", "H", "H", "H", "H", "H", "H", "H", "H", "C", "C", "C", "N", "C", "C", "C", "C", "C", "H", "H", "H", "H", "H", "H", "H", "H", "H", "H", "H", "H", "H", "H", "H", "H", "H", "H", "C", "C", "C", "N", "C", "C", "C", "C", "C", "H", "H", "H", "H", "H", "H", "H", "H", "H", "H", "H", "H", "H", "H", "H", "H", "H", "H", "C", "C", "C", "N", "C", "C", "C", "C", "C", "H", "H", "H", "H", "H", "H", "H", "H", "H", "H", "H", "H", "H", "H", "H", "H", "H", "H", "C", "C", "C", "N", "C", "C", "C", "C", "C", "H", "H", "H", "H", "H", "H", "H", "H", "H", "H", "H", "H", "H", "H", "H", "H", "H", "H", "C", "C", "C", "N", "C", "C", "C", "C", "C", "H", "H", "H", "H", "H", "H", "H", "H", "H", "H", "H", "H", "H", "H", "H", "H", "H", "H", "C", "C", "C", "N", "C", "C", "C", "C", "C", "H", "H", "H", "H", "H", "H", "H", "H", "H", "H", "H", "H", "H", "H", "H", "H", "H", "H", "O", "C", "O", "O", "H", "O", "C", "O", "O", "H", "O", "C", "O", "O", "H", "O", "C", "O", "O", "H", "O", "C", "O", "O", "H", "O", "C", "O", "O", "H"], "positions_angstrom": [[-11.9430, 6.7884, -8.1918], [-10.6215, 6.3040, -7.5803], [-9.9828, 7.2710, -6.4633], [-8.6737, 6.7929, -5.7885], [-9.0352, 5.4447, -5.1278], [-7.4434, 6.5332, -6.6961], [-6.3438, 6.5184, -5.7777], [-6.7880, 7.3457, -4.4544], [-8.1525, 7.8183, -4.7472], [-12.0806, 6.4751, -9.2267], [-12.1061, 7.8652, -8.2384], [-12.7714, 6.4226, -7.5852], [-9.8484, 6.2149, -8.3436], [-10.6867, 5.3228, -7.1101], [-10.5847, 7.8117, -5.7330], [-9.5999, 8.1387, -7.0005], [-8.1516, 5.1038, -4.5882], [-9.2342, 4.7482, -5.9423], [-9.9496, 5.5188, -4.5392], [-7.4555, 5.6243, -7.2977], [-7.3820, 7.4157, -7.3329], [-5.8876, 5.5655, -5.5094], [-5.5244, 7.0636, -6.2461], [-6.9735, 6.7091, -3.5892], [-6.1367, 8.1402, -4.0903], [-8.8332, 7.6975, -3.9045], [-8.1401, 8.8201, -5.1766], [-12.7309, 11.1527, -13.6741], [-11.6792, 10.0550, -13.9542], [-11.4483, 9.6428, -15.3986], [-10.5318, 8.3564, -15.6671], [-11.1491, 7.0069, -15.1823], [-9.1162, 8.6339, -15.1543], [-8.1758, 8.7883, -16.2914], [-8.9953, 8.9121, -17.5557], [-10.3720, 8.3039, -17.2625], [-12.2880, 12.0915, -14.0068], [-12.7477, 11.1542, -12.5843], [-13.7116, 10.9238, -14.0912], [-11.8761, 9.1543, -13.3728], [-10.7108, 10.4396, -13.6340], [-11.1226, 10.4965, -15.9930], [-12.4060, 9.2666, -15.7582], [-10.4341, 6.2420, -15.4854], [-12.0637, 7.1407, -15.7599], [-11.2559, 7.2522, -14.1257], [-8.7659, 7.8684, -14.4620], [-9.0703, 9.5834, -14.6210], [-7.8445, 7.7509, -16.3368], [-7.4504, 9.6005, -16.3391], [-8.5304, 8.4648, -18.4343], [-9.1090, 9.9609, -17.8299], [-10.2351, 7.2450, -17.4817], [-11.2884, 8.7218, -17.6792], [-18.2422, 6.0887, -9.3386], [-16.9020, 5.4312, -9.7594], [-16.5256, 5.6958, -11.2471], [-15.2795, 4.8518, -11.6496], [-14.8853, 5.1635, -13.0560], [-15.4129, 3.3228, -11.4122], [-14.0298, 2.9412, -10.7937], [-13.6125, 4.1189, -9.9140], [-13.9559, 5.2500, -10.7974], [-18.1514, 6.0731, -8.2525], [-19.0495, 5.5387, -9.8221], [-18.3074, 7.1225, -9.6778], [-16.8129, 4.4220, -9.3574], [-16.1224, 5.9292, -9.1831], [-16.3797, 6.7526, -11.4706], [-17.3934, 5.4142, -11.8435], [-13.9758, 4.6011, -13.2673], [-14.6057, 6.2101, -13.1766], [-15.8303, 4.9548, -13.5575], [-15.5196, 2.9655, -12.4364], [-16.3177, 3.1563, -10.8275], [-13.2709, 2.9457, -11.5761], [-14.0372, 1.9177, -10.4188], [-12.5593, 3.9958, -9.6616], [-14.0599, 4.1281, -8.9201], [-13.1291, 5.3716, -11.4972], [-14.0766, 6.2233, -10.3219], [-8.3991, -2.7406, -11.6359], [-8.1431, -1.3528, -11.1732], [-9.4062, -0.5285, -10.8809], [-9.1312, 0.8607, -10.3160], [-8.4836, 1.6240, -11.4453], [-10.4921, 1.6669, -9.8781], [-10.0478, 2.7131, -8.8909], [-9.1282, 1.8870, -8.0297], [-8.3319, 0.9201, -8.9819], [-7.4908, -3.0989, -12.1203], [-9.1882, -2.7323, -12.3878], [-8.8745, -3.3634, -10.8781], [-7.6759, -0.8434, -12.0160], [-7.4283, -1.3358, -10.3504], [-10.0826, -0.9203, -10.1213], [-9.9406, -0.3437, -11.8127], [-7.4784, 1.2132, -11.5395], [-8.5196, 2.6860, -11.2024], [-8.9578, 1.3715, -12.3938], [-11.0562, 1.8644, -10.7897], [-11.2463, 0.9767, -9.5002], [-9.5156, 3.5077, -9.4138], [-10.8718, 3.1625, -8.3367], [-8.5243, 2.4384, -7.3090], [-9.8294, 1.3800, -7.3668], [-7.3918, 1.3855, -9.2781], [-7.9642, -0.0487, -8.6441], [-7.6100, 1.9073, -16.5947], [-9.1195, 2.0653, -16.8092], [-9.9980, 1.9111, -15.5460], [-11.4267, 1.4170, -15.7936], [-11.9741, 2.3324, -16.9344], [-12.4093, 1.4778, -14.5570], [-13.5215, 0.4645, -14.9930], [-12.7599, -0.7428, -15.5383], [-11.4940, -0.1289, -16.2278], [-7.4824, 0.8753, -16.9213], [-7.1805, 2.0795, -15.6078], [-7.1229, 2.4413, -17.4106], [-9.5531, 1.5546, -17.6690], [-9.2647, 3.1367, -16.9472], [-9.9841, 2.8353, -14.9682], [-9.7162, 1.1886, -14.7801], [-12.9585, 1.8664, -16.9769], [-11.4113, 2.4641, -17.8585], [-12.1087, 3.3429, -16.5485], [-12.8758, 2.4510, -14.4036], [-11.7517, 1.3403, -13.6987], [-14.4015, 0.7926, -15.5462], [-13.9550, 0.0584, -14.0790], [-13.4320, -1.4271, -16.0561], [-12.3737, -1.3700, -14.7348], [-11.4719, -0.2214, -17.3137], [-10.5420, -0.5446, -15.8976], [-5.2619, 5.1332, -14.9807], [-4.8892, 6.3619, -15.8884], [-4.4980, 5.8747, -17.3153], [-3.7194, 6.8743, -18.1224], [-2.3190, 7.1335, -17.3808], [-3.4940, 6.4921, -19.6093], [-3.2982, 7.7549, -20.4657], [-3.8833, 8.8403, -19.5984], [-4.5250, 8.1527, -18.3918], [-5.9452, 5.5408, -14.2356], [-4.3844, 4.6241, -14.5822], [-5.8430, 4.4688, -15.6203], [-4.2703, 6.9923, -15.2499], [-5.7415, 7.0005, -16.1203], [-5.3160, 5.3930, -17.8509], [-3.7914, 5.0714, -17.1067], [-2.6565, 7.6563, -16.4859], [-1.6046, 7.7980, -17.8669], [-1.8395, 6.1739, -17.1873], [-2.5666, 5.9355, -19.7449], [-4.4048, 5.9567, -19.8774], [-2.2330, 7.9562, -20.5800], [-3.7363, 7.6789, -21.4609], [-3.0330, 9.4261, -19.2493], [-4.6415, 9.4191, -20.1260], [-4.5113, 8.8223, -17.5318], [-5.5489, 7.8858, -18.6535], [-4.1546, 11.5793, -10.2646], [-5.1712, 10.4472, -10.5045], [-4.6603, 9.1116, -11.1022], [-5.6313, 7.9451, -11.0516], [-4.9367, 6.6293, -11.4165], [-6.8109, 8.0092, -12.1605], [-7.9853, 8.7851, -11.5394], [-7.7500, 8.5732, -10.0474], [-6.5042, 7.7981, -9.8617], [-3.3767, 11.4540, -11.0179], [-3.4765, 11.5062, -9.4144], [-4.5958, 12.5754, -10.2996], [-5.8812, 10.8799, -11.2094], [-5.7625, 10.3678, -9.5922], [-3.8930, 8.6452, -10.4843], [-4.3342, 9.2721, -12.1298], [-4.6764, 6.8220, -12.4573], [-5.5717, 5.7453, -11.3587], [-4.0456, 6.5212, -10.7981], [-7.2486, 7.0219, -12.3083], [-6.2490, 8.4062, -13.0058], [-8.9564, 8.3484, -11.7725], [-7.8071, 9.7982, -11.8999], [-8.4720, 7.9431, -9.5281], [-7.6584, 9.5192, -9.5138], [-6.8239, 6.7601, -9.7700], [-5.8907, 8.0577, -8.9990], [-19.3643, 10.7262, -17.7158], [-18.1464, 9.8499, -17.3498], [-18.5885, 8.4462, -16.8386], [-17.5659, 7.7264, -16.0229], [-18.1704, 6.2506, -15.8270], [-17.2301, 8.4682, -14.7023], [-15.7341, 8.6746, -14.6788], [-15.0569, 7.7549, -15.6121], [-16.1792, 7.5491, -16.7195], [-19.9367, 10.7638, -16.7890], [-20.0886, 10.2857, -18.4010], [-18.9688, 11.6691, -18.0934], [-17.6635, 10.4424, -16.5727], [-17.4866, 9.6915, -18.2028], [-18.7544, 7.8337, -17.7248], [-19.5045, 8.4516, -16.2478], [-19.1844, 6.4091, -15.4599], [-17.5944, 5.4160, -15.4272], [-18.4947, 5.9128, -16.8113], [-17.6188, 7.8033, -13.9310], [-17.8566, 9.3569, -14.6274], [-15.2822, 8.7709, -13.6915], [-15.6911, 9.7014, -15.0420], [-14.7646, 6.8295, -15.1157], [-14.1514, 8.0495, -16.1426], [-16.0558, 6.4962, -16.9727], [-15.9483, 8.2522, -17.5198], [-13.1653, 0.1709, -11.7452], [-13.9436, -0.8058, -11.3178], [-15.1236, -0.5452, -11.1886], [-13.5127, -1.9795, -11.0939], [-14.0825, 0.4512, -11.7862], [-10.3689, 5.3110, -11.0800], [-10.1962, 4.9396, -12.4072], [-9.1743, 5.4128, -12.9191], [-11.0558, 4.2480, -13.0060], [-9.4817, 5.6708, -11.1512], [-14.2492, 8.3322, -11.2578], [-14.5611, 8.9392, -10.0873], [-15.6656, 8.8979, -9.6628], [-13.6239, 9.5377, -9.5696], [-13.3299, 8.5888, -11.1544], [-16.1194, 4.1056, -17.4748], [-15.7123, 3.6928, -16.2767], [-16.5038, 3.3338, -15.3852], [-14.4784, 3.7856, -16.0985], [-15.2666, 4.3850, -17.8159], [-12.7717, 3.9498, -6.2561], [-12.0684, 3.4322, -5.2899], [-10.8993, 3.0809, -5.5153], [-12.6021, 3.3207, -4.1674], [-12.0907, 4.0491, -6.9254], [-5.0512, 3.2707, -7.8697], [-5.6105, 4.2565, -8.5009], [-4.8116, 5.2257, -8.4954], [-6.6607, 4.1451, -9.1736], [-4.5020, 4.0452, -7.7280]], "forces_ev_per_angstrom": [[-0.278, 0.209, 0.521], [0.958, 0.812, 1.488], [1.286, 0.928, -1.844], [-1.373, -1.204, -0.045], [0.681, 0.384, -0.592], [-2.527, 0.544, -0.644], [3.141, 1.588, 3.090], [0.543, -1.492, 0.072], [-1.420, -0.554, -1.249], [0.256, -0.387, 0.135], [0.426, 0.241, 0.169], [-0.086, -0.161, -0.100], [0.117, -0.022, -0.143], [-0.350, -0.022, -0.226], [-0.477, -1.104, 0.386], [-0.018, 0.227, -0.516], [-0.361, -0.040, 0.237], [-0.009, -0.048, 0.270], [0.253, 0.139, 0.153], [-0.807, 0.054, -0.056], [-0.209, -0.046, -0.157], [-0.524, -0.146, -0.044], [0.202, -0.065, 0.082], [0.904, -0.520, -0.118], [0.155, -0.088, -0.477], [-0.014, 0.550, -0.079], [-0.571, -0.075, -0.185], [1.257, -0.848, 0.007], [1.103, -0.505, -0.138], [-1.116, -1.550, 0.137], [1.302, 1.866, -1.461], [0.494, 3.481, -0.502], [-0.535, 1.426, 1.489], [-0.260, -2.036, -1.861], [-1.478, 1.578, -0.768], [0.990, -0.883, 1.827], [-0.584, 0.168, -0.140], [-0.554, 0.324, -0.008], [0.096, 0.228, 0.049], [-0.196, 0.035, 0.179], [-0.014, 0.068, 0.559], [0.381, -0.384, -0.272], [-0.079, 0.291, -0.437], [-0.505, -0.204, 0.475], [-0.341, -1.403, 0.449], [-0.240, -1.247, 0.057], [-0.528, -0.210, -0.006], [-0.767, -0.121, 0.388], [1.587, 0.276, -0.373], [0.263, -0.498, 0.878], [-0.070, -0.258, 0.135], [-0.062, 0.180, 0.065], [-0.730, -0.100, -0.038], [0.384, -0.029, -0.198], [1.340, -0.466, -0.736], [0.863, 1.781, -0.011], [-0.099, -1.706, 1.075], [1.688, 1.709, 1.706], [-0.874, -0.169, 0.645], [1.071, 1.055, -0.858], [-0.907, -0.118, -0.401], [-0.464, -1.699, 1.159], [-0.501, 1.186, -0.184], [-1.035, -0.037, -0.054], [-0.336, -0.088, 0.688], [0.229, 0.062, 0.108], [-0.417, -0.297, -0.757], [0.080, 0.338, 0.099], [0.658, -0.002, 0.437], [0.248, -0.640, -0.511], [-0.549, -0.459, -0.585], [-0.243, 0.157, 0.558], [0.689, -0.375, -1.132], [-0.296, -0.576, 0.227], [0.437, -0.218, 0.019], [-0.143, -0.179, -0.481], [-0.129, 0.376, 0.535], [0.251, 0.521, -0.539], [-0.628, 0.095, -0.115], [-0.306, -0.076, -0.428], [-0.520, -0.223, -0.075], [-1.185, -0.443, -0.505], [-0.082, 1.600, 0.085], [-0.270, 0.337, 1.328], [-1.472, 0.838, 0.318], [0.319, -0.301, 0.893], [-0.310, -1.456, -1.513], [0.745, 0.087, -1.228], [-0.157, -1.117, 0.851], [0.529, 1.519, -0.635], [-0.172, -0.610, 0.431], [0.056, 0.121, -0.418], [0.761, -0.301, 0.209], [0.380, 0.107, 0.020], [-0.084, 0.054, 0.129], [-0.007, -0.727, -0.350], [-0.323, -0.263, 0.198], [0.189, 0.563, 0.217], [0.301, -0.105, -0.249], [-0.502, 0.311, 0.245], [0.701, 0.992, -0.489], [0.714, -0.671, 0.875], [0.023, 0.169, 0.032], [0.058, -0.345, 0.027], [0.396, 0.079, -0.536], [0.225, -0.656, 0.056], [-0.011, 0.464, 0.135], [-1.064, -0.213, 0.176], [-0.758, -1.621, -1.533], [-0.806, 1.808, 1.674], [-0.576, -1.730, 1.340], [0.299, 1.203, -1.903], [-1.332, -0.780, 1.798], [-0.651, 0.171, -1.784], [0.991, -1.021, 2.444], [0.986, 0.488, 0.004], [-0.073, 0.690, -0.068], [0.811, -0.309, 0.658], [-0.307, 0.153, -0.143], [0.313, 0.416, 0.377], [0.559, -0.258, 0.092], [-0.172, 0.138, -0.856], [-0.699, 0.257, -0.175], [0.991, -0.344, -0.277], [-0.138, 0.741, -1.165], [0.078, -1.094, 0.195], [-0.112, -0.226, 0.452], [0.454, 0.354, -0.609], [-0.474, -0.946, 0.133], [0.635, 0.654, -0.409], [-0.199, 0.370, 0.255], [0.439, 0.311, -0.861], [-0.153, 0.286, 0.386], [-0.240, 0.482, -0.025], [-0.194, -0.106, 0.314], [-0.661, 1.305, -1.534], [-1.236, -0.404, -0.330], [2.264, -0.499, 1.753], [1.199, 1.339, -1.487], [-1.908, 0.368, -0.070], [0.517, -0.654, -0.242], [0.170, -0.425, 0.655], [-0.062, 0.335, 0.547], [0.511, 0.591, 0.211], [0.220, -0.492, 0.386], [-0.162, 0.139, 0.077], [-0.015, -0.419, 0.326], [0.866, 0.012, -0.842], [-0.528, -0.083, 0.694], [-0.173, 0.686, -0.158], [0.143, -0.246, -0.469], [0.441, -0.381, 0.178], [-0.540, -0.103, -0.730], [-0.340, 0.062, 0.015], [-0.497, -0.777, 0.523], [0.307, -0.251, -0.158], [-0.070, -0.199, -0.257], [-0.066, -0.222, 0.202], [-0.473, 0.612, -0.068], [0.298, 0.359, 0.226], [-0.139, -0.321, 0.189], [0.033, -0.419, 0.324], [1.463, -0.988, -0.684], [-0.729, 0.610, 0.173], [-0.422, -0.268, 1.660], [-3.078, -1.685, -2.465], [0.681, 1.281, -0.167], [0.567, -0.032, 0.954], [1.398, -0.020, -0.326], [-0.320, 1.296, 1.169], [1.512, -0.649, 0.985], [-0.149, 0.646, -0.735], [-0.765, -0.259, 0.706], [0.011, -0.250, -0.072], [-0.132, -0.133, -0.256], [0.172, -0.664, 0.060], [0.672, 0.716, -0.150], [0.072, -0.296, 0.053], [0.422, -0.394, -0.066], [-0.240, 0.376, 0.455], [-0.191, -0.182, 0.024], [0.921, -0.498, -0.219], [-0.678, 0.053, -0.372], [0.140, 0.276, -0.628], [-0.956, 0.331, 0.566], [-0.704, 0.520, -0.336], [-0.472, 0.070, -0.079], [0.884, -0.361, -0.106], [-0.246, -0.127, 0.208], [0.170, -1.046, 0.357], [-0.900, -0.594, 0.204], [0.553, 0.812, -0.848], [1.512, -1.770, -0.084], [-1.257, 1.448, -1.260], [-1.255, -1.951, 0.309], [0.051, 2.832, 0.690], [-1.229, -1.243, -1.232], [1.146, -0.951, 1.475], [-0.009, 0.929, 0.051], [0.432, -0.083, -0.460], [-0.577, 0.113, 0.232], [0.490, -0.305, 0.028], [0.117, 0.247, 0.090], [-0.173, -0.076, 0.107], [0.045, 0.226, 0.028], [0.386, 0.010, 1.216], [0.532, 0.557, 0.618], [0.863, 0.127, -0.497], [0.266, -0.060, 0.168], [0.382, 0.117, -0.228], [-0.333, -0.502, 0.332], [0.628, 0.261, -0.367], [-0.440, -0.275, -0.212], [-0.072, 0.683, 0.199], [-0.615, 0.227, -0.824], [-0.820, -0.135, -0.015], [2.415, 1.380, -0.859], [1.608, -10.336, 2.831], [-3.230, 2.668, -0.199], [1.270, 1.673, -0.534], [-1.532, 4.718, -1.524], [0.044, -0.558, -0.933], [-3.012, -1.513, -1.592], [2.148, 1.100, -0.742], [0.290, 0.403, 1.009], [0.706, 0.919, 1.822], [0.471, -1.114, -2.215], [0.019, 1.527, 1.590], [-4.548, -1.214, 0.458], [3.225, 0.972, 0.421], [1.001, -0.249, -0.836], [-1.283, 0.622, -1.569], [0.304, -0.791, 3.804], [-0.833, 0.392, -1.059], [1.812, 0.300, -0.367], [0.173, 0.024, -0.704], [-1.633, 1.613, -2.936], [0.194, -1.896, 5.998], [2.287, 0.070, -2.010], [-0.481, 0.478, -0.820], [-0.240, 0.006, -0.628], [-1.114, -3.000, 1.394], [-3.447, 0.199, -4.764], [0.117, 3.454, -0.321], [-0.397, 0.327, 0.483], [4.611, -0.472, 2.787]], "lumo_energy_ev": -5.096, "orbital_gap_ev": 3.59, "charge": 2, "multiplicity": 1}